[1]
Below is C52H51N4O5P3PdTe as an isolated structure, with properties calculated with wB97M-V/def2-TZVPD.

Element x y z (Å)
Pd1 1.044 0.022 0.304
Te1 4.653 -2.552 -2.112
C1 6.305 -3.298 -1.035
C2 7.499 -3.618 -1.677
C3 8.564 -4.090 -0.930
N1 8.534 -4.266 0.393
C4 7.385 -3.951 0.995
C5 6.260 -3.473 0.341
C6 3.462 -2.013 -0.494
P1 3.660 -0.265 0.025
C7 5.494 -0.077 0.384
C8 6.317 0.379 -0.647
C9 7.680 0.560 -0.456
C10 8.247 0.325 0.791
C11 7.436 -0.084 1.841
C12 6.077 -0.285 1.635
C13 2.993 -0.335 1.758
C14 2.826 -1.517 2.499
C15 2.276 -1.495 3.765
C16 1.865 -0.287 4.333
C17 2.023 0.888 3.628
C18 2.581 0.871 2.347
P2 1.687 -2.140 -0.723
C19 1.372 -3.954 -0.461
C20 0.178 -4.544 -0.883
C21 -0.119 -5.864 -0.586
C22 0.775 -6.630 0.155
C23 1.966 -6.060 0.577
C24 2.261 -4.736 0.271
C25 1.140 -2.085 -2.521
C26 0.330 -1.035 -2.938
C27 -0.121 -0.944 -4.250
C28 0.233 -1.913 -5.176
C29 1.038 -2.975 -4.777
C30 1.477 -3.061 -3.464
H1 7.607 -3.495 -2.749
H2 9.501 -4.338 -1.422
H3 7.361 -4.086 2.072
H4 5.357 -3.214 0.885
H5 5.875 0.581 -1.617
H6 8.302 0.888 -1.281
H7 9.310 0.467 0.944
H8 7.867 -0.266 2.819
H9 5.456 -0.622 2.458
H10 3.128 -2.454 2.044
H11 2.151 -2.422 4.312
H12 1.408 -0.274 5.315
H13 1.697 1.827 4.057
H14 2.758 1.801 1.818
H15 -0.534 -3.955 -1.451
H16 -1.049 -6.297 -0.934
H17 0.539 -7.659 0.402
H18 2.677 -6.648 1.146
H19 3.200 -4.287 0.575
H20 0.054 -0.286 -2.200
H21 -0.758 -0.117 -4.543
H22 -0.122 -1.850 -6.198
H23 1.323 -3.740 -5.491
H24 2.082 -3.907 -3.163
C31 -9.528 3.504 5.447
O1 -8.727 2.366 5.670
C32 -8.373 1.638 4.552
C33 -7.226 0.849 4.653
C34 -6.805 0.087 3.584
C35 -7.527 0.078 2.383
C36 -8.678 0.841 2.309
C37 -9.103 1.633 3.377
N2 -7.290 -0.851 1.308
N3 -6.135 -1.150 0.900
C38 -4.984 -0.422 1.176
C39 -4.956 0.963 1.397
C40 -3.788 1.645 1.605
C41 -2.502 0.986 1.682
O2 -1.471 1.593 1.978
C42 -2.517 -0.475 1.387
N4 -1.334 -1.118 1.407
C43 -1.327 -2.414 1.233
C44 -2.481 -3.169 0.950
C45 -3.684 -2.525 0.886
C46 -3.734 -1.130 1.121
H25 -9.497 4.094 6.361
H26 -10.569 3.235 5.238
H27 -9.144 4.100 4.615
H28 -6.667 0.856 5.580
H29 -5.907 -0.510 3.673
H30 -9.249 0.823 1.388
H31 -10.000 2.228 3.274
H32 -5.888 1.514 1.356
H33 -3.786 2.720 1.739
H34 -0.361 -2.903 1.314
H35 -2.395 -4.236 0.784
H36 -4.605 -3.054 0.678
C47 -0.433 4.698 2.082
C48 0.679 3.690 1.873
O3 0.887 3.481 0.474
P3 0.424 2.176 -0.379
O4 1.076 2.685 -1.790
C49 2.462 2.527 -2.082
C50 3.241 3.781 -1.737
O5 -1.107 2.562 -0.787
C51 -1.637 2.423 -2.096
C52 -1.673 3.756 -2.815
H37 -0.778 4.672 3.117
H38 -1.270 4.437 1.435
H39 -0.110 5.714 1.842
H40 0.430 2.758 2.368
H41 1.632 4.061 2.264
H42 2.529 2.318 -3.153
H43 2.863 1.660 -1.552
H44 2.889 4.638 -2.315
H45 4.301 3.623 -1.950
H46 3.129 4.017 -0.679
H47 -2.648 2.030 -1.970
H48 -1.059 1.694 -2.670
H49 -2.178 4.499 -2.195
H50 -2.219 3.657 -3.757
H51 -0.661 4.103 -3.019

Forces on atoms 1 to 3 (eV/Å):
-0.5 0.2 0.0
0.1 0.0 0.0
0.0 0.0 0.0

Properties
**Relative energy (zero: lowest compared OMol25 entry of this formula, charge and spin)**: 17.38 kcal per mole
**Orbital gap**: 5.0 eV
**Electronic energy**: -109590.1113 eV
**Highest occupied orbital energy**: -1.365 eV
**Total charge**: -2
**2S+1**: 1



[2]
Below is C52H52AsCl2N5O7STa as an isolated structure at a distorted geometry, with properties calculated with wB97M-V/def2-TZVPD.

Element x y z (Å)
Ta1 0.336 0.152 -0.079
O1 1.021 0.219 6.958
C1 -0.224 -0.141 6.403
C2 -0.202 0.173 4.938
C3 -1.280 -0.140 4.122
C4 -1.194 0.099 2.770
N1 -0.114 0.670 2.196
C5 0.886 1.057 3.001
C6 0.891 0.806 4.354
C7 1.941 1.822 2.336
C8 2.684 2.776 3.002
C9 3.602 3.540 2.301
C10 4.370 4.634 2.982
O2 3.705 4.943 4.186
C11 3.772 3.271 0.947
C12 2.991 2.307 0.353
N2 2.069 1.601 1.028
H1 1.001 0.093 7.910
H2 -1.053 0.409 6.859
H3 -0.435 -1.208 6.523
H4 -2.183 -0.592 4.524
H5 -2.009 -0.172 2.116
H6 1.731 1.092 4.972
H7 2.520 2.979 4.052
H8 4.433 5.493 2.310
H9 5.390 4.281 3.161
H10 4.217 5.587 4.684
H11 4.488 3.828 0.349
H12 3.089 2.079 -0.697
S1 -2.053 0.062 -0.329
C13 -2.756 1.657 -0.657
C14 -4.145 1.738 -0.676
C15 -4.756 2.960 -0.910
C16 -3.990 4.101 -1.125
C17 -2.609 4.017 -1.096
C18 -1.992 2.795 -0.869
As1 -0.079 2.652 -0.804
C19 0.451 3.236 -2.563
C20 -0.491 3.317 -3.576
C21 -0.092 3.692 -4.853
C22 1.243 3.974 -5.117
C23 2.186 3.880 -4.100
C24 1.791 3.503 -2.825
C25 0.281 4.181 0.323
C26 0.882 5.327 -0.174
C27 1.069 6.419 0.665
C28 0.664 6.362 1.992
C29 0.046 5.217 2.481
C30 -0.148 4.128 1.647
H13 -4.741 0.847 -0.501
H14 -5.837 3.022 -0.917
H15 -4.472 5.053 -1.312
H16 -2.002 4.899 -1.244
H17 -1.532 3.104 -3.379
H18 -0.831 3.774 -5.641
H19 1.548 4.276 -6.112
H20 3.225 4.114 -4.298
H21 2.525 3.443 -2.035
H22 1.185 5.387 -1.206
H23 1.519 7.324 0.272
H24 0.811 7.216 2.642
H25 -0.294 5.180 3.510
H26 -0.667 3.253 2.016
O3 2.329 -1.130 0.781
C31 2.934 -0.803 -0.271
O4 2.450 0.037 -1.080
C32 4.305 -1.398 -0.540
N3 4.402 -2.717 0.200
C33 5.782 -2.790 0.809
C34 5.995 -1.354 1.257
C35 5.428 -0.525 0.087
H27 4.449 -1.544 -1.605
H28 4.175 -3.524 -0.378
H29 3.696 -2.644 0.937
H30 6.482 -3.075 0.027
H31 5.804 -3.532 1.601
H32 7.044 -1.144 1.442
H33 5.441 -1.161 2.178
H34 6.198 -0.330 -0.655
H35 5.037 0.433 0.424
Cl1 -4.276 -1.678 2.174
C36 -3.797 -2.621 3.552
C37 -4.497 -2.429 4.733
C38 -4.062 -3.022 5.905
C39 -2.901 -3.781 5.898
C40 -2.229 -3.984 4.708
Cl2 -0.754 -4.910 4.735
C41 -2.683 -3.466 3.483
N4 -1.951 -3.719 2.316
C42 -2.442 -4.154 1.068
C43 -3.743 -4.621 0.901
C44 -4.201 -5.022 -0.343
C45 -3.363 -4.981 -1.450
C46 -2.050 -4.581 -1.277
C47 -1.574 -4.184 -0.029
C48 -0.088 -3.845 0.111
C49 0.047 -2.370 0.019
O5 0.415 -1.762 -1.054
O6 -0.239 -1.593 0.996
H36 -5.377 -1.797 4.728
H37 -4.617 -2.883 6.824
H38 -2.528 -4.235 6.808
H39 -1.008 -3.997 2.517
H40 -4.393 -4.697 1.763
H41 -5.216 -5.387 -0.443
H42 -3.716 -5.298 -2.424
H43 -1.366 -4.598 -2.121
H44 0.454 -4.296 -0.715
H45 0.323 -4.199 1.058
C50 0.664 -0.398 -5.801
N5 -0.013 -0.120 -4.529
C51 -1.479 -0.191 -4.489
C52 0.660 0.152 -3.441
O7 0.089 0.421 -2.359
H46 0.264 0.251 -6.576
H47 0.505 -1.433 -6.096
H48 1.732 -0.212 -5.705
H49 -1.867 -0.025 -5.490
H50 -1.868 0.567 -3.815
H51 -1.804 -1.170 -4.138
H52 1.748 0.166 -3.531

Forces on atoms 1 to 3 (eV/Å):
2.1 -1.1 0.3
-0.1 0.0 -0.1
0.2 0.1 0.0

Properties
**Relative energy (zero: lowest compared OMol25 entry of this formula, charge and spin)**: 29.54 kcal per mole
**Orbital gap**: 5.6 eV
**Electronic energy**: -174804.8150 eV
**Highest occupied orbital energy**: -13.637 eV
**Total charge**: +3
**2S+1**: 1